1.
{
  "formula": "C28H53Cl2FI3N3O3P",
  "method": "ωB97M-V/def2-TZVPD",
  "multiplicity": 1,
  "lumo_energy_ev": -4.0,
  "total_energy_ha": -3742.5197,
  "orbital_gap_ha": 0.2232,
  "e_homo_ev": -10.08,
  "charge": 1,
  "elements": ["C", "C", "C", "C", "C", "C", "C", "C", "C", "C", "C", "C", "C", "C", "C", "C", "C", "C", "C", "C", "F", "C", "I", "C", "C", "I", "N", "N", "C", "C", "I", "N", "C", "Cl", "C", "C", "Cl", "P", "O", "O", "O", "H", "H", "H", "H", "H", "H", "H", "H", "H", "H", "H", "H", "H", "H", "H", "H", "H", "H", "H", "H", "H", "H", "H", "H", "H", "H", "H", "H", "H", "H", "H", "H", "H", "H", "H", "H", "H", "H", "H", "H", "H", "H", "H", "H", "H", "H", "H", "H", "H", "H", "H", "H", "H"],
  "coordinates": [[-1.004, 5.223, 1.040], [-2.297, 5.902, 1.798], [-3.458, 4.840, 2.261], [-2.925, 3.316, 2.551], [-2.072, 3.341, 3.976], [-0.597, 2.605, 3.838], [-0.198, 1.720, 5.183], [0.520, 0.281, 4.769], [2.075, 0.190, 5.293], [3.162, -0.230, 4.140], [2.650, -1.384, 3.093], [2.005, -2.721, 3.800], [0.461, -3.066, 3.276], [0.429, -4.295, 2.171], [0.891, -3.786, 0.646], [-0.374, -2.863, 0.072], [-0.743, -3.148, -1.494], [0.385, -2.544, -2.577], [0.220, -0.928, -2.836], [-1.171, -0.562, -3.623], [-1.798, -1.837, -4.155], [-2.389, -0.063, -2.580], [-2.553, 2.073, -2.264], [-3.889, -0.578, -3.100], [-4.403, -1.951, -2.366], [-5.288, 1.010, -2.383], [-1.144, 0.390, -4.737], [-1.696, -0.005, -5.926], [-0.052, 1.383, -4.806], [1.001, 1.189, -3.572], [2.417, 2.802, -3.729], [1.507, -0.252, -3.376], [2.562, -0.343, -2.274], [2.237, -0.648, -0.430], [4.046, -0.183, -2.458], [5.149, -0.331, -1.203], [4.859, 0.216, -4.046], [1.894, -1.111, -4.884], [2.464, -0.150, -6.056], [3.074, -2.408, -4.561], [0.650, -1.953, -5.734], [-0.384, 6.031, 0.424], [-1.363, 4.407, 0.272], [-0.218, 4.744, 1.799], [-1.915, 6.506, 2.731], [-2.809, 6.686, 1.081], [-4.280, 4.802, 1.418], [-3.941, 5.237, 3.269], [-3.889, 2.630, 2.707], [-2.315, 2.838, 1.658], [-1.923, 4.435, 4.366], [-2.699, 2.720, 4.756], [-0.627, 1.957, 2.863], [0.289, 3.387, 3.695], [0.487, 2.347, 5.921], [-1.213, 1.440, 5.729], [-0.110, -0.569, 5.277], [0.384, 0.173, 3.610], [2.410, 1.220, 5.792], [2.109, -0.610, 6.150], [4.201, -0.490, 4.663], [3.384, 0.756, 3.505], [3.589, -1.696, 2.436], [1.853, -0.919, 2.372], [1.995, -2.584, 4.976], [2.758, -3.620, 3.578], [-0.169, -3.331, 4.247], [0.031, -2.077, 2.789], [1.210, -5.094, 2.540], [-0.625, -4.811, 2.160], [1.004, -4.720, -0.055], [1.874, -3.173, 0.812], [-0.265, -1.718, 0.356], [-1.316, -3.238, 0.704], [-1.794, -2.696, -1.733], [-0.699, -4.330, -1.646], [1.423, -2.855, -2.091], [0.259, -3.219, -3.522], [-0.078, -0.507, -1.755], [-2.246, -0.575, -1.511], [-4.006, -0.559, -4.265], [-3.753, -2.902, -2.674], [-4.521, -1.879, -1.204], [-5.491, -2.179, -2.794], [-0.985, -0.129, -6.696], [-2.437, 0.686, -6.188], [-0.543, 2.461, -4.639], [0.416, 1.429, -5.876], [0.412, 1.435, -2.561], [6.256, -0.340, -1.581], [4.919, 0.454, -0.364], [4.949, -1.420, -0.759], [2.962, -2.747, -3.627], [0.833, -2.937, -5.846]],
  "atomic_forces_ev_per_a": [[0.403, 0.229, -0.205], [0.220, 0.262, -0.017], [-0.002, -0.290, -0.208], [-0.621, 0.373, 0.789], [0.372, -0.809, -0.316], [0.375, 0.454, 0.452], [-0.683, -0.503, -0.434], [-0.362, 0.659, 0.547], [0.091, -0.342, 0.183], [0.182, 1.026, -0.155], [0.505, -0.027, 0.121], [0.394, -0.171, 0.007], [0.535, 0.112, 0.140], [0.780, 0.011, 0.322], [-1.491, 0.232, 1.192], [-0.536, -0.556, 0.679], [0.766, 0.265, 0.186], [-0.189, -1.449, 0.553], [-2.853, -1.998, 2.697], [-2.669, -0.971, -0.611], [2.006, 2.491, 1.366], [-0.506, -2.247, 0.791], [4.008, 0.219, -0.018], [0.152, -0.080, 0.565], [-0.772, -0.750, -1.207], [-2.547, -2.268, -0.652], [2.073, -0.472, 0.985], [-0.784, 0.658, -1.826], [-0.148, 1.384, 0.333], [-2.102, 2.357, 0.059], [-0.295, -0.583, 0.043], [-1.235, -0.071, 2.393], [6.217, 0.164, 0.933], [-0.316, 0.629, -3.176], [-2.207, -0.017, 0.596], [-1.185, -1.307, -0.303], [-1.392, -0.754, 2.340], [4.522, -1.266, -9.648], [-2.514, -3.318, 5.909], [-3.351, 2.642, 1.251], [2.004, 0.377, 2.501], [-1.476, -1.597, 1.341], [0.757, 1.538, 1.537], [-1.967, 0.896, -1.599], [-0.693, -1.208, -1.820], [1.118, -1.559, 1.407], [1.533, 0.100, 1.728], [0.834, -0.858, -2.239], [2.112, 1.464, -0.366], [-1.131, 1.179, 1.836], [-0.446, -2.085, -0.765], [1.303, 1.416, -1.412], [0.126, 0.931, 1.961], [-2.040, -1.477, 0.123], [-1.531, -1.354, -1.585], [2.171, 0.758, -0.980], [1.321, 1.527, -1.077], [0.554, 0.096, 2.196], [-0.730, -2.239, -1.219], [-0.003, 1.549, -1.597], [-2.329, 0.270, -1.172], [-0.458, -2.099, 1.211], [-1.945, 0.632, 1.264], [1.429, -0.772, 1.321], [-0.016, -0.220, -2.498], [-1.856, 1.773, 0.505], [1.163, 0.451, -2.298], [0.683, -2.058, 1.098], [-1.567, 1.447, -0.723], [2.003, 1.065, -0.173], [0.086, 1.848, 1.359], [-1.753, -1.275, -0.703], [-0.119, -2.321, -0.818], [1.920, 0.876, -1.483], [2.032, -1.195, 0.314], [-0.408, 2.656, 0.235], [-1.942, 1.120, -0.958], [0.193, 1.736, 1.517], [1.560, -0.577, -2.343], [-0.218, 1.251, -2.207], [0.393, -0.257, 2.389], [-1.210, 2.235, 0.698], [0.514, 0.136, -2.258], [2.355, 0.537, 0.969], [-1.030, 0.157, 1.154], [1.067, -0.879, -0.024], [1.328, -2.144, -0.084], [-0.443, -0.464, 2.142], [1.292, -0.676, -2.192], [-2.392, 0.432, 0.478], [0.532, -1.460, -1.813], [0.373, 2.434, -0.821], [0.195, 0.379, -1.245], [-0.088, 1.589, 0.532]],
  "lowdin_charge": [-0.144, -0.253, -0.233, -0.220, -0.195, -0.215, -0.195, -0.197, -0.211, -0.217, -0.245, -0.188, -0.198, -0.212, -0.191, -0.229, -0.162, -0.142, -0.206, -0.294, -0.062, -0.631, 0.792, -0.692, -0.205, 0.682, -0.253, 0.045, -0.244, -0.680, 0.979, -0.265, -0.512, 0.697, -0.560, -0.122, 0.625, 0.803, -0.339, -0.182, -0.158, 0.082, 0.049, 0.072, 0.105, 0.107, 0.107, 0.120, 0.115, 0.085, 0.113, 0.106, 0.092, 0.108, 0.114, 0.105, 0.111, 0.082, 0.116, 0.103, 0.122, 0.113, 0.105, 0.053, 0.109, 0.118, 0.120, 0.091, 0.109, 0.111, 0.114, 0.074, 0.086, 0.124, 0.078, 0.142, 0.112, 0.113, 0.139, 0.100, 0.096, 0.089, 0.087, 0.092, 0.116, 0.121, 0.106, 0.130, 0.085, 0.094, 0.096, 0.094, 0.071, 0.125]
}

---

2.
{
  "formula": "C28H53N4O2SSbTl",
  "method": "ωB97M-V/def2-TZVPD",
  "de_lowest_kcal_mol": 0.00,
  "multiplicity": 1,
  "lumo_energy_ev": -2.1,
  "total_energy_ha": -2278.8728,
  "orbital_gap_ha": 0.3036,
  "e_homo_ev": -10.40,
  "charge": 1,
  "elements": ["Tl", "N", "C", "C", "C", "C", "N", "H", "H", "H", "H", "H", "H", "H", "H", "H", "H", "H", "H", "C", "O", "C", "C", "O", "C", "H", "H", "H", "H", "H", "H", "H", "H", "H", "H", "S", "C", "C", "C", "C", "C", "N", "H", "H", "H", "H", "C", "N", "C", "C", "C", "C", "C", "C", "C", "C", "H", "H", "H", "H", "H", "H", "H", "H", "H", "H", "H", "H", "C", "C", "Sb", "C", "C", "C", "C", "H", "H", "H", "H", "H", "H", "H", "H", "H", "H", "H", "H", "H", "H", "H"],
  "coordinates": [[10.915, 8.464, 11.184], [9.526, 8.143, 13.787], [8.304, 7.391, 14.089], [8.292, 6.094, 13.292], [8.001, 6.305, 11.805], [8.815, 5.407, 10.885], [10.252, 5.662, 11.061], [10.317, 7.750, 14.291], [9.444, 9.086, 14.130], [7.456, 8.015, 13.800], [8.212, 7.170, 15.153], [7.546, 5.411, 13.712], [9.250, 5.603, 13.453], [8.208, 7.356, 11.540], [6.940, 6.171, 11.578], [8.585, 5.632, 9.842], [8.556, 4.353, 11.041], [10.795, 5.263, 10.310], [10.592, 5.179, 11.889], [9.968, 12.077, 9.543], [10.720, 11.378, 10.514], [11.641, 12.256, 11.117], [12.470, 11.511, 12.141], [13.141, 10.398, 11.603], [14.052, 10.695, 10.570], [9.385, 12.872, 10.026], [9.295, 11.378, 9.057], [10.631, 12.525, 8.790], [11.117, 13.095, 11.593], [12.265, 12.714, 10.342], [11.812, 11.129, 12.922], [13.171, 12.217, 12.614], [14.772, 11.450, 10.898], [13.573, 11.007, 9.643], [14.593, 9.771, 10.383], [11.081, 7.036, 8.175], [12.753, 6.706, 8.758], [13.716, 6.195, 7.904], [14.937, 5.822, 8.449], [15.123, 5.921, 9.826], [14.091, 6.432, 10.596], [12.935, 6.828, 10.081], [13.508, 6.089, 6.838], [15.704, 5.450, 7.795], [16.035, 5.590, 10.279], [14.179, 6.526, 11.663], [7.466, 9.682, 9.809], [7.697, 9.808, 8.384], [6.465, 9.923, 7.627], [8.623, 8.788, 7.898], [9.905, 9.318, 7.289], [9.895, 10.526, 6.604], [11.032, 11.054, 6.026], [12.230, 10.382, 6.139], [12.286, 9.164, 6.802], [11.136, 8.629, 7.356], [6.998, 8.731, 10.090], [6.799, 10.481, 10.144], [8.401, 9.768, 10.366], [5.943, 10.832, 7.899], [5.768, 9.082, 7.787], [6.680, 9.994, 6.566], [8.118, 8.151, 7.158], [8.861, 8.099, 8.721], [8.965, 11.069, 6.543], [10.967, 12.007, 5.511], [13.124, 10.792, 5.706], [13.222, 8.609, 6.881], [12.329, 5.834, 15.197], [13.644, 6.525, 14.931], [13.466, 8.406, 13.975], [13.882, 9.600, 15.683], [13.968, 11.087, 15.448], [15.462, 8.582, 13.239], [16.529, 7.844, 14.022], [12.506, 4.873, 15.684], [11.783, 5.635, 14.280], [11.677, 6.422, 15.845], [14.258, 5.899, 14.286], [14.225, 6.633, 15.846], [14.820, 9.223, 16.086], [13.123, 9.379, 16.423], [14.673, 11.363, 14.659], [14.298, 11.579, 16.358], [13.011, 11.525, 15.175], [15.623, 9.654, 13.255], [15.464, 8.295, 12.183], [16.548, 8.149, 15.066], [17.526, 8.047, 13.615], [16.392, 6.765, 13.995]],
  "atomic_forces_ev_per_a": [[-0.028, -0.076, 0.061], [0.214, -0.088, 0.045], [0.015, -0.125, -0.142], [-0.562, -0.142, 0.084], [0.155, 0.379, -0.264], [0.080, -0.014, -0.157], [0.080, -0.211, 0.488], [-0.066, -0.091, -0.104], [-0.042, 0.366, 0.070], [-0.083, -0.042, 0.040], [-0.069, 0.019, 0.132], [0.065, 0.091, 0.016], [0.202, -0.055, -0.040], [0.110, -0.272, 0.080], [-0.010, -0.103, 0.173], [-0.107, 0.040, -0.022], [-0.009, 0.032, 0.052], [-0.050, -0.019, -0.246], [-0.062, 0.133, 0.033], [-0.177, 0.198, -0.096], [0.135, 0.073, 0.088], [0.045, 0.174, 0.050], [-0.208, 0.501, -0.107], [-0.038, -0.124, 0.025], [0.398, -0.125, 0.077], [0.021, -0.011, -0.101], [-0.011, 0.049, -0.003], [-0.093, -0.046, 0.066], [-0.020, -0.077, 0.186], [0.178, -0.053, -0.039], [-0.011, -0.129, 0.062], [0.000, -0.110, -0.117], [-0.014, 0.102, -0.084], [-0.162, 0.083, -0.033], [0.082, -0.072, -0.100], [0.344, -0.015, -0.121], [-0.434, 0.089, 0.247], [0.085, 0.042, -0.231], [-0.274, 0.156, 0.302], [-0.222, 0.002, -0.573], [0.088, -0.111, -0.339], [-0.135, 0.108, -0.584], [0.055, 0.033, 0.370], [0.270, -0.167, -0.019], [0.336, -0.044, 0.203], [0.107, -0.027, 0.328], [-0.298, 0.241, 0.038], [0.384, 0.008, 0.032], [-0.070, -0.264, 0.027], [-0.257, -0.418, -0.014], [0.428, 0.012, -0.071], [-0.255, -0.171, 0.060], [-0.162, 0.359, -0.061], [0.268, -0.237, 0.097], [0.257, -0.216, -0.021], [-0.653, -0.046, 0.390], [-0.096, -0.179, -0.052], [0.090, 0.006, -0.004], [0.034, 0.078, -0.043], [-0.097, 0.246, 0.176], [0.131, -0.014, -0.031], [0.088, -0.070, -0.173], [0.052, 0.046, -0.020], [0.050, 0.137, -0.065], [-0.132, 0.079, 0.022], [0.104, -0.138, 0.006], [0.236, 0.084, -0.108], [-0.212, 0.275, -0.071], [-0.118, -0.226, 0.330], [0.530, -0.317, 0.117], [-0.550, 0.132, -0.389], [0.094, -0.161, 0.221], [0.050, 0.379, -0.138], [-0.069, -0.133, -0.463], [0.329, 0.071, -0.053], [-0.170, 0.014, 0.041], [-0.130, -0.011, -0.266], [-0.033, 0.000, 0.080], [0.065, -0.101, -0.143], [-0.009, 0.077, 0.143], [0.111, -0.051, 0.050], [-0.222, -0.064, 0.226], [0.058, -0.102, 0.021], [0.065, 0.197, 0.110], [-0.157, -0.029, -0.009], [0.185, 0.282, -0.018], [0.080, 0.031, 0.116], [-0.015, -0.012, 0.103], [-0.105, -0.002, 0.039], [-0.058, -0.110, 0.009]],
  "lowdin_charge": [0.854, -0.043, -0.262, -0.193, -0.213, -0.262, -0.052, 0.019, 0.071, 0.119, 0.111, 0.120, 0.091, 0.055, 0.120, 0.103, 0.120, 0.040, 0.066, -0.084, -0.290, -0.221, -0.232, -0.385, -0.081, 0.104, 0.055, 0.100, 0.138, 0.125, 0.108, 0.134, 0.106, 0.091, 0.085, 0.967, -0.565, -0.072, -0.031, -0.025, -0.136, -0.021, 0.124, 0.115, 0.109, 0.076, -0.101, -0.277, -0.087, -0.180, -0.212, -0.049, -0.075, -0.075, -0.083, -0.437, 0.084, 0.099, 0.034, 0.084, 0.094, 0.084, 0.139, 0.058, 0.116, 0.114, 0.106, 0.101, -0.207, -0.472, 1.406, -0.447, -0.192, -0.438, -0.174, 0.077, 0.041, 0.065, 0.041, 0.060, 0.046, 0.050, 0.061, 0.073, 0.058, 0.041, 0.023, 0.062, 0.076, 0.057]
}